# 1
Entry from the OMol25 dataset: a 2-piece molecular cluster, CH4N2O overall in a non-equilibrium geometry (ωB97M-V with the def2-TZVPD basis set).

Geometry as XYZ:
```
8
Properties=species:S:1:pos:R:3:forces:R:3:nbo_charge:R:1
C 1.64151 0.33164 0.26742 -0.6497 3.2896 -2.8551 -0.50
N -1.51218 -0.31220 -0.98943 0.3883 -0.3340 -2.4479 -0.45
N -1.21444 -0.14685 0.14541 0.9599 0.8545 0.0179 0.40
O -1.55614 -0.19224 1.27231 -1.0416 -0.5705 1.5337 -0.31
H 1.82822 1.46588 0.14398 -0.3402 -2.1796 0.3740 0.17
H 1.17947 -0.16924 -0.58412 0.3566 0.0547 0.4252 0.17
H 1.96231 -0.15784 1.10428 0.6920 -1.1830 1.9444 0.16
H -2.32875 -0.81913 -1.35985 -0.3655 0.0684 1.0079 0.36
```
Forces are in eV/Å.

* HOMO-LUMO gap (alpha / beta): 8.17 / 9.40 eV
* largest force on an atom: 4.4 eV/Å
* energy relative to the best compared isomer or geometry (same formula, charge and spin): 682.0 kJ/mol


# 2
Entry from the OMol25 dataset: a 2-piece molecular cluster, C4H7NO2 overall in a non-equilibrium geometry (ωB97M-V with the def2-TZVPD basis set).

Geometry as XYZ:
```
14
Properties=species:S:1:pos:R:3:forces:R:3:nbo_charge:R:1
C 1.01666 -0.63812 0.86124 1.3954 0.0425 -2.7831 -0.28
C 1.39018 -0.51376 -0.42912 1.2299 -0.6284 3.4573 -0.11
C 1.80559 0.58394 0.49103 -0.4448 0.7113 0.2511 -0.44
C -1.57618 -0.20162 0.06341 -2.9680 1.4916 -4.0893 0.91
N -0.95736 -0.09673 -1.24668 -0.6861 -0.1383 0.5926 -0.87
O -1.72690 1.05929 0.56435 0.9894 -0.6424 0.6304 -0.69
O -2.32497 -1.11227 0.32483 1.5683 -0.1436 1.0774 -0.60
H -2.32984 1.00389 1.31902 0.1013 -0.1246 0.0431 0.50
H 0.95542 -1.43950 1.57007 -0.3375 0.0787 0.3175 0.23
H 1.97522 -1.02286 -1.17445 -0.8647 -0.2887 -0.5425 0.22
H -1.42563 -0.71177 -1.90347 0.0838 -0.2170 0.3984 0.39
H -0.96833 0.83678 -1.64359 0.0834 0.0273 0.5520 0.39
H 1.33739 1.55643 0.35339 -0.3069 -0.0133 0.3187 0.18
H 2.82875 0.69630 0.84997 0.1566 -0.1552 -0.2235 0.18
```
Forces are in eV/Å.

* HOMO-LUMO gap: 9.10 eV
* largest force on an atom: 5.3 eV/Å
* energy relative to the best compared isomer or geometry (same formula, charge and spin): 410.0 kJ/mol
* SMILES string: NC(=O)O.C1=CC1


# 3
Entry from the OMol25 dataset: C4H7NO2 as an isolated structure in a non-equilibrium geometry (ωB97M-V with the def2-TZVPD basis set).

Geometry as XYZ:
```
14
Properties=species:S:1:pos:R:3:forces:R:3:nbo_charge:R:1
C 1.67794 -0.35730 -1.33777 -0.2206 0.0048 0.2903 -0.68
C 0.53560 0.48838 -0.82177 0.2677 -0.1595 1.9194 0.46
O -0.71774 0.08067 -1.09893 -0.5289 -0.1444 1.2973 -0.53
C -1.55885 0.12840 0.16270 0.6361 0.0223 -2.0263 -0.14
C -0.60357 -0.07718 1.28777 -0.9620 0.1222 -0.2409 0.54
N -1.29061 -0.44829 2.30011 0.5636 0.5492 0.3286 -0.75
O 0.62981 0.27525 0.96360 -0.4662 -0.0782 -1.4750 -0.56
H 2.56990 -0.05179 -0.78399 -0.0795 -0.1145 -0.0900 0.24
H 1.90331 -0.27320 -2.41237 -0.4330 0.2807 0.3308 0.24
H 1.44826 -1.40070 -1.11704 0.0952 0.0478 -0.0076 0.24
H 0.69900 1.57139 -0.85558 -0.0905 -0.1595 0.1576 0.16
H -2.29122 -0.67719 0.10981 0.1515 0.2755 -0.2264 0.23
H -2.04621 1.10852 0.30002 0.2288 -0.3092 -0.4028 0.20
H -0.93186 -0.31915 3.23205 0.8379 -0.3371 0.1451 0.35
```
Forces are in eV/Å.

* HOMO-LUMO gap: 10.47 eV
* largest force on an atom: 2.1 eV/Å
* energy relative to the best compared isomer or geometry (same formula, charge and spin): 243.1 kJ/mol


# 4
Entry from the OMol25 dataset: an isolated ion of composition C4H4N3 and charge +1 in a non-equilibrium geometry (ωB97M-V with the def2-TZVPD basis set).

Geometry as XYZ:
```
11
Properties=species:S:1:pos:R:3:forces:R:3:nbo_charge:R:1
C 2.16058 1.27858 0.27211 1.3661 3.9003 -0.0063 0.21
C 1.52288 -0.96787 0.13156 -2.5972 -2.4475 -0.6503 0.41
C -0.67262 -0.26763 -0.46874 -2.0035 -0.7548 1.5859 -0.16
C 0.11986 -1.12674 0.27762 0.7482 2.2309 -1.1551 -0.32
N 3.21432 0.82437 -0.05513 -1.7362 -1.8650 0.3462 -0.02
N 2.64933 -1.14065 -0.19857 -0.8809 -0.3723 0.1543 -0.08
N 3.63773 -0.36373 -0.31200 3.3716 1.2054 -0.6468 -0.12
H 1.71851 2.25107 0.54736 -0.4786 -1.0574 0.0443 0.30
H -1.79476 0.01900 -0.13630 2.8132 -1.0209 -0.8958 0.27
H -0.32988 0.09556 -1.42550 0.2553 0.4893 0.1202 0.23
H -0.14763 -1.72262 1.10114 -0.8581 -0.3081 1.1033 0.27
```
Forces are in eV/Å.

* total charge: +1
* HOMO-LUMO gap (alpha / beta): 6.65 / 6.64 eV
* largest force on an atom: 4.1 eV/Å
* energy relative to the best compared isomer or geometry (same formula, charge and spin): 625.4 kJ/mol


# 5
Entry from the OMol25 dataset: one molecule with the formula C6H10O (ωB97M-V with the def2-TZVPD basis set).

Geometry as XYZ:
```
17
Properties=species:S:1:pos:R:3:forces:R:3:nbo_charge:R:1
C 0.09864 -1.48907 1.23423 -0.0773 0.0230 0.0564 -0.60
C 0.40358 -0.60568 0.03164 -0.0982 0.0662 0.0399 -0.23
C -0.69026 -0.45134 -1.05222 -0.0542 -0.0276 -0.0147 -0.45
C -0.45203 0.94983 -1.57786 0.1028 -0.0002 -0.0389 -0.16
C 0.48482 1.58778 -0.88065 -0.2893 0.0543 -0.0562 -0.21
C 0.67806 0.85707 0.42443 0.2936 -0.0412 -0.1621 0.06
O -0.31855 1.46570 1.25860 0.0742 0.0263 0.6253 -0.73
H -0.70665 -1.05369 1.83514 -0.0120 -0.2021 0.0189 0.18
H -0.20871 -2.50550 0.96426 0.0709 0.1996 -0.0622 0.22
H 0.98366 -1.55780 1.87917 -0.1876 -0.0270 -0.0951 0.22
H 1.31074 -0.99992 -0.45328 -0.1694 0.2987 0.0885 0.21
H -1.69791 -0.58327 -0.63269 0.1099 0.0846 -0.0862 0.21
H -0.57604 -1.18348 -1.86111 -0.1070 0.0051 0.1893 0.22
H -1.05805 1.39631 -2.36093 0.3411 -0.2251 -0.2115 0.21
H 0.85376 2.59528 -1.04198 -0.1783 -0.1005 -0.0087 0.21
H 1.64547 0.97584 0.92562 -0.0767 0.0290 -0.1385 0.18
H -0.94947 0.84084 1.63029 0.2576 -0.1631 -0.1442 0.47
```
Forces are in eV/Å.

* HOMO-LUMO gap: 10.23 eV
* largest force on an atom: 0.6 eV/Å
* energy relative to the best compared isomer or geometry (same formula, charge and spin): 52.8 kJ/mol
* SMILES string: C[C@H]1CC=C[C@H]1O


# 6
Entry from the OMol25 dataset: a 8-piece molecular cluster, C37H61NO15 overall in a non-equilibrium geometry (ωB97M-V with the def2-TZVPD basis set).

Geometry as XYZ:
```
114
Properties=species:S:1:pos:R:3:forces:R:3:mulliken_spin:R:1
C 6.76985 5.39376 -24.52330 -0.1142 0.4869 -1.8852 0.21
C 7.20848 4.45081 -23.44892 0.2889 1.5135 3.3016 -0.82
C 6.11381 4.52684 -22.31171 0.4220 -1.0609 0.1167 0.14
C 6.19028 3.29881 -21.37138 0.1364 1.2327 -0.6049 0.00
C 6.13220 2.00413 -22.13551 0.8250 -0.6928 0.4782 0.09
C 7.36093 1.85871 -23.18706 -1.6627 -0.0017 0.9804 -0.30
N 7.49117 3.13268 -23.88731 -2.5753 -0.8974 0.7148 0.32
O 8.44294 3.13734 -24.85368 1.1711 -0.4127 -0.8739 -0.01
C 8.65119 1.43931 -22.49879 0.7369 1.5713 1.0563 0.04
C 6.99924 0.76997 -24.17669 -0.1947 -0.2636 0.2449 0.21
C 8.49759 5.02838 -22.76185 0.7867 0.7090 -0.6928 0.16
H 7.53646 5.55697 -25.28079 0.5230 0.2754 0.3153 0.15
H 6.42705 6.35573 -24.14225 0.3066 0.0163 0.2659 -0.03
H 5.97365 5.07124 -25.19423 -0.4661 -0.6685 0.4796 0.06
H 6.19355 5.44053 -21.72272 0.6370 0.1552 -0.1132 -0.01
H 5.10784 4.64215 -22.71523 -0.1240 -0.5814 -0.3792 0.03
H 5.45374 3.43330 -20.57922 -0.3833 -0.4370 -0.1169 0.01
H 7.12848 3.21062 -20.82357 0.3487 0.6928 -0.0290 0.00
H 5.12897 1.72937 -22.46129 0.0930 0.4326 -1.0124 0.02
H 6.24765 1.29608 -21.31489 0.5275 -0.7431 -0.2907 0.00
H 8.57563 0.88131 -21.56551 -0.3729 -0.6307 -0.3545 -0.01
H 9.41063 1.04034 -23.17122 -0.2425 -0.1859 -0.0006 -0.01
H 9.04930 2.38690 -22.13591 0.5080 0.0561 0.0330 0.01
H 6.10982 1.10295 -24.71164 0.1048 -0.3478 -0.4051 -0.09
H 7.85138 0.48398 -24.79325 -0.1609 0.4655 -0.4678 0.01
H 6.79996 -0.14778 -23.62342 -0.3762 -0.0459 0.1528 0.03
H 8.53853 6.11421 -22.67584 -0.8105 0.2481 0.4204 -0.04
H 9.38658 4.93127 -23.38503 -0.0231 -0.7806 -0.3236 0.01
H 8.75263 4.59498 -21.79478 -0.3248 -0.1000 0.0367 0.03
H 7.90145 2.88207 -25.60415 0.5146 0.0722 -1.1156 0.02
O 12.40956 10.25345 -27.29012 -1.6201 1.5455 0.8465 -0.08
C 11.56937 11.05423 -26.89043 0.4117 -2.0010 -1.0559 0.19
O 11.85224 12.29441 -26.53732 0.5074 1.7679 0.4078 -0.10
C 10.68484 12.99247 -26.05795 -2.0342 -0.2584 -1.2828 0.10
C 9.44392 12.24698 -26.72116 1.2264 0.0759 0.5366 0.15
C 10.07649 10.87823 -26.70601 -0.8034 -1.3252 -0.0276 -0.21
H 10.58845 14.01468 -26.42386 1.0544 0.0832 0.3448 -0.05
H 10.62933 12.90269 -24.97307 0.1238 0.2001 -0.0546 0.00
H 9.16385 12.57090 -27.72352 0.4902 0.2880 -0.0261 -0.04
H 8.53609 12.32326 -26.12272 0.1814 -0.0805 0.1935 -0.10
H 9.64737 10.12247 -27.36386 0.1527 0.1399 -0.0758 0.15
H 9.91319 10.52600 -25.68749 0.2654 -0.4592 0.1776 0.03
O 8.87023 1.69769 -30.25873 1.3832 1.7548 -0.4971 -0.09
C 9.52910 2.62893 -30.72570 -0.7623 -2.0451 1.2283 0.10
O 8.93659 3.50644 -31.54151 0.2833 0.5072 -0.6913 -0.11
C 9.92199 4.30675 -32.25531 0.2036 -0.7617 0.4442 0.09
C 11.26581 3.69126 -31.88636 1.4333 1.0167 -0.0634 0.10
C 11.04254 2.91076 -30.61784 -0.8848 -0.1753 0.3353 0.03
H 9.87619 5.33671 -31.90150 -0.4014 -0.0696 -0.2000 0.02
H 9.79034 4.20259 -33.33230 -0.5891 0.2621 0.1547 -0.06
H 11.88683 4.53999 -31.59985 0.4229 -0.0968 -0.3830 -0.02
H 11.77084 3.17679 -32.70390 -0.2676 -0.1924 0.0417 -0.02
H 11.32158 3.59944 -29.82038 -0.8093 -0.0186 0.4090 -0.02
H 11.62569 2.02114 -30.37994 -0.1953 -0.1979 -0.6672 0.02
O 16.94456 2.82715 -26.27622 -1.5464 1.0712 -2.1766 0.00
C 16.18976 3.09214 -27.21574 0.2506 -1.6220 3.4388 0.01
O 14.97679 3.72274 -27.00422 2.1813 0.2025 0.7618 -0.01
C 14.27944 3.88483 -28.21202 -0.9759 -0.9634 0.1731 0.01
C 14.93368 2.89391 -29.14236 -0.3265 0.1673 -2.2710 0.01
C 16.31169 2.60672 -28.64347 0.5422 1.2243 1.7202 0.00
H 14.19516 4.91380 -28.56163 0.3665 -0.0082 0.2494 -0.01
H 13.27786 3.50771 -28.00531 -0.2088 0.5400 -0.0869 0.01
H 15.00110 3.37593 -30.11767 -0.3210 -0.5374 -0.3695 0.00
H 14.29987 2.00776 -29.17574 0.2771 -0.0993 -0.2802 -0.01
H 17.07461 3.32192 -28.95098 0.1006 -0.1345 -0.9770 0.00
H 16.74022 1.60452 -28.65091 -0.3239 0.1179 -0.1437 0.00
O 11.84775 5.65889 -28.79918 0.1327 0.8689 0.5268 0.02
C 10.77194 6.08300 -28.41523 0.9434 -1.0138 -1.1661 0.40
O 9.69578 5.48304 -28.88322 -0.7061 -0.2519 -0.1168 0.06
C 8.49933 6.01021 -28.29010 -0.7224 -0.3611 0.0912 -0.31
C 8.91252 7.32827 -27.61905 -0.7912 0.5435 -0.7703 0.03
C 10.39075 7.17952 -27.49046 1.1726 -0.1691 1.2143 -0.13
H 8.12189 5.27293 -27.58154 0.1893 -0.0256 0.1765 -0.02
H 7.76714 6.02558 -29.09742 0.0345 0.5825 0.1133 0.03
H 8.43932 7.48004 -26.64892 -0.1385 -0.0611 -0.1644 0.22
H 8.70292 8.19277 -28.24897 -0.3845 -0.0966 -0.1243 -0.01
H 10.56630 6.79655 -26.48517 0.4750 -0.1567 0.1604 -0.02
H 11.04223 8.04725 -27.59395 -0.1822 0.0729 -0.1734 0.02
O 7.26299 2.93300 -27.35285 0.2132 -0.8082 -0.2991 0.18
C 6.43029 2.39587 -28.05409 0.8387 0.9455 1.5645 -1.64
O 5.44942 3.17768 -28.49446 -1.4840 -0.0834 -1.1358 -0.23
C 4.41958 2.39220 -29.16733 1.5202 -2.1227 0.3233 1.27
C 5.22575 1.05520 -29.50058 -1.2996 0.3745 -0.2204 0.03
C 6.23568 0.93993 -28.40826 0.7220 0.9761 0.3991 0.35
H 3.95736 2.89717 -30.01553 0.4280 0.1685 0.1459 0.15
H 3.65678 2.08911 -28.45014 -0.1164 0.4942 0.1258 -0.27
H 5.77207 1.13821 -30.44013 -0.4155 -0.1589 -0.1840 0.07
H 4.57026 0.18859 -29.41460 -0.1581 0.0643 -0.8084 -0.20
H 7.18004 0.48547 -28.70785 -0.0238 0.1725 0.0187 0.00
H 5.88692 0.43387 -27.50806 -0.1660 0.0036 0.0615 0.02
O 6.57527 8.39078 -30.73053 -0.8191 -3.2977 -1.1536 -0.34
C 6.07164 7.32432 -31.12786 2.4624 2.9836 1.0767 0.14
O 6.84681 6.18715 -31.40531 0.5408 2.5435 0.7308 -0.25
C 6.08446 5.07532 -31.75112 -2.2289 0.0328 0.2409 0.25
C 4.62186 5.57714 -31.51580 -0.6745 -0.7093 -1.1848 1.11
C 4.63285 7.09705 -31.36933 -0.1455 -1.4414 0.0943 0.65
H 6.29463 4.22098 -31.10768 0.2949 0.1650 0.0907 0.24
H 6.25656 4.77318 -32.78417 0.1521 0.1836 -0.0395 -0.06
H 4.16771 5.06854 -30.66541 -0.1168 0.0906 -0.1971 -0.55
H 4.05889 5.46282 -32.44214 -0.3356 -1.0164 0.2634 -0.26
H 3.95770 7.43911 -30.58493 0.4854 0.1645 0.2137 -0.25
H 4.26176 7.53771 -32.29465 0.4639 0.3284 -0.0666 -0.08
O 15.24792 4.68152 -34.29835 0.8972 -1.0501 -1.7033 -0.01
C 15.05378 5.45367 -33.43279 -1.5257 2.3114 -0.1455 0.02
O 14.71679 5.07015 -32.22988 -0.5159 -2.9322 1.2438 0.00
C 14.34613 6.06305 -31.30697 1.0999 0.3050 0.3811 -0.09
C 14.15283 7.25782 -32.20975 -0.8138 1.2775 1.6328 0.08
C 14.99712 6.98921 -33.39789 0.6721 -0.3445 -1.0156 0.01
H 15.20688 6.07599 -30.63836 -0.0895 0.6893 0.4012 -0.01
H 13.46634 5.77180 -30.73318 -0.0009 -0.0654 -0.1870 0.05
H 14.36670 8.22346 -31.75160 0.1390 -0.1151 0.2417 -0.01
H 13.07444 7.27873 -32.36699 0.0036 0.1150 -0.8451 -0.03
H 16.05275 7.22940 -33.27116 0.1118 0.5027 0.3848 0.00
H 14.67283 7.55544 -34.27100 -0.0251 -0.6744 -0.2808 -0.02
```
Forces are in eV/Å.

* total charge: -1
* HOMO-LUMO gap (alpha / beta): 1.52 / 7.81 eV
* largest force on an atom: 4.0 eV/Å
* multiplicity: 2


# 7
Entry from the OMol25 dataset: a 2-piece molecular cluster, C4H10N overall in a non-equilibrium geometry (ωB97M-V with the def2-TZVPD basis set).

Geometry as XYZ:
```
15
Properties=species:S:1:pos:R:3:forces:R:3:nbo_charge:R:1
C 0.72068 -3.07937 -0.76200 0.3303 0.4838 1.0273 -0.39
C -0.39374 -3.71383 -0.44048 0.0867 -0.2044 -0.5719 -0.37
H 1.67926 -3.54823 -0.93669 -0.1271 -0.3060 -0.0636 0.21
H 0.79255 -2.00767 -0.60012 -0.1789 0.1489 -0.5910 0.16
H -0.42101 -4.79210 -0.39663 -0.1466 -0.1134 -0.1439 0.21
H -1.33063 -3.18629 -0.31780 0.0320 0.0086 0.3465 0.19
C 0.68359 2.42440 -0.37675 -0.8111 -0.8865 -0.8152 -0.44
C -0.92585 1.74111 1.33541 -0.3970 1.3224 -0.6532 0.16
N -0.28075 2.65468 0.70197 -0.3753 -0.3702 -1.0221 -0.40
H 0.59427 1.38857 -0.71431 0.0804 0.0007 0.1779 0.23
H 0.40993 3.04321 -1.22779 0.3364 0.2755 0.1084 0.25
H 1.69405 2.57791 -0.01522 0.0013 0.3371 0.0749 0.26
H -1.13924 0.80958 0.81588 0.9919 -0.6614 0.8761 0.24
H -1.39088 2.09833 2.24514 -0.7367 -0.4128 -0.1044 0.24
H -0.69221 3.58973 0.68938 0.9138 0.3778 1.3539 0.46
```
Forces are in eV/Å.

* total charge: +1
* HOMO-LUMO gap: 6.43 eV
* largest force on an atom: 1.7 eV/Å
* energy relative to the best compared isomer or geometry (same formula, charge and spin): 298.0 kJ/mol


Q: largest force on an atom of number 1 (CH4N2O)?
A: 4.4 eV/Å


Q: What is the largest force on an atom in the third record?
A: 2.1 eV/Å